No. 1
ORCA calculation (the ωB97M-V functional and the def2-TZVPD basis) on a molecular structure, C5H7ClF6N6O8RhS2.

```
36
Properties=species:S:1:pos:R:3:forces:R:3
H -1.89378 -0.48091 -1.12465 -0.094 0.046 -0.081
H -2.00224 -0.62101 0.52208 -0.024 -0.110 -0.056
C 3.72433 1.68815 -0.92713 0.259 -0.037 -0.250
O -0.84077 -2.52878 -0.96352 0.243 0.125 0.003
N -0.72756 3.61608 0.77759 -0.263 -0.227 -0.053
S 0.71813 -1.95633 1.77065 0.184 0.409 0.065
C 2.31598 1.44609 -0.54448 -0.588 -0.097 0.405
O -1.40999 4.62050 0.81238 0.014 -0.008 -0.005
C 1.49925 -3.00969 -2.17397 0.058 0.004 -0.104
O 1.99957 0.76957 0.50609 2.061 1.185 0.441
O 0.44027 3.52579 1.02235 0.476 0.478 0.255
N -1.89550 0.03728 -0.24929 0.043 0.518 0.028
C -0.56089 -3.22597 2.27899 0.011 -0.035 0.004
O 0.71330 -0.65395 -1.28060 0.066 -0.559 0.446
H -4.46703 3.00288 -0.01616 0.000 -0.036 -0.020
N -1.28392 2.38497 0.41144 0.956 0.540 1.009
N -2.91362 0.99877 -0.21103 -0.114 0.160 -0.111
C -2.58197 2.25724 0.15510 -0.006 -0.355 -0.179
Rh 0.15168 0.77883 0.15529 -2.073 -2.504 -2.590
Cl 4.10968 0.67410 -2.33824 -0.045 0.050 0.063
O 1.69006 -1.90586 2.79580 -0.065 -0.011 -0.064
H 4.38483 1.41599 -0.11005 -0.035 0.004 0.049
H 3.85282 2.73275 -1.19810 0.010 0.020 -0.024
H -3.86347 0.72878 -0.40848 -0.022 -0.044 0.004
O -0.13537 -0.74989 1.56004 -0.442 0.004 0.688
F 2.75549 -2.62161 -2.14930 0.024 0.008 -0.005
H -3.21859 4.13080 0.46402 0.018 0.024 0.006
N -3.50590 3.19598 0.20899 -0.051 -0.018 0.024
F -0.32470 -4.35073 1.63356 0.005 -0.072 0.032
F -0.45529 -3.40352 3.57718 -0.072 -0.041 0.037
O 1.30435 1.84812 -1.18514 -0.269 0.491 0.007
F 1.39998 -4.29498 -1.90869 0.009 -0.041 -0.021
N 1.32628 -2.42682 0.39964 -0.165 -0.127 -0.086
S 0.53078 -2.09513 -0.90213 -0.117 0.252 0.147
F -1.78548 -2.79541 1.98389 -0.015 0.024 -0.036
F 0.94927 -2.73206 -3.34415 0.025 -0.018 -0.026
```
Forces are in eV/Å.

## Properties
Net charge: +1
LUMO level: -5.4 eV
HOMO level: -13.8 eV
Orbital gap: 8.4 eV

No. 2
ORCA calculation (the ωB97M-V functional and the def2-TZVPD basis) on C5H7ClFN in the gas phase.

```
15
Properties=species:S:1:pos:R:3:forces:R:3
N 1.28816 -1.12218 -0.82589 -0.527 0.073 -1.888
H 1.84146 -1.95373 -0.61515 -0.203 0.239 -0.066
Cl -2.42187 0.02997 0.04834 0.140 0.408 0.007
C -0.17327 -0.99517 1.27292 -0.780 -0.339 0.655
H 0.25901 3.31384 -0.57804 -0.143 -0.561 0.024
F 1.11463 1.35711 0.94925 1.969 0.228 1.378
H -1.20765 2.24700 -1.18307 1.057 0.255 0.674
C -0.01196 -1.20849 -0.19866 0.736 -0.826 0.051
C -0.28166 2.36199 -0.56553 -0.964 -0.161 -0.405
H -0.93467 -1.54219 1.86989 0.588 0.313 -0.837
C -0.66941 0.04034 0.30126 -0.306 -0.457 -0.004
H 0.68594 -0.72966 1.85249 0.440 0.147 0.059
H 1.06380 -1.15793 -1.87537 0.897 0.129 1.989
C 0.06118 1.33321 0.20286 -2.097 0.478 -1.758
H -0.61367 -1.97410 -0.65531 -0.806 0.075 0.122
```
Forces are in eV/Å.

## Properties
LUMO level: 0.9 eV
Structure (SMILES): C=C(F)[C@]1(Cl)C[C@@H]1N
HOMO level: -9.2 eV
Orbital gap: 10.1 eV